{"formula": "C9H11N2S", "method": "ωB97M-V/def2-TZVPD", "total_charge": 1, "homo_ev": -12.30, "lumo_ev": -4.7694, "symbols": ["C", "C", "C", "C", "C", "C", "C", "C", "C", "N", "N", "S", "H", "H", "H", "H", "H", "H", "H", "H", "H", "H", "H"], "positions_angstrom": [[3.2709, 1.0028, 0.3789], [3.2939, -1.3461, -0.3783], [2.0374, 0.6653, -0.1458], [2.0162, -0.7187, -0.5455], [0.9202, 1.6379, -0.3527], [-0.4258, 1.6251, -0.0688], [-0.9345, -0.9794, -0.0837], [-3.2544, -0.5517, 0.3725], [-1.2281, 0.5421, 0.2382], [-2.4828, 0.6987, 0.4859], [-2.2486, -1.5339, 0.2145], [4.3602, -0.2466, 0.4530], [3.5628, 1.9761, 0.7245], [3.6222, -2.4729, -0.4164], [1.3103, 2.5685, -0.4370], [-0.8665, 2.6162, -0.1440], [-0.6944, -0.7214, -1.0649], [-0.0838, -1.4197, 0.4919], [-3.9178, -0.7911, 1.2084], [-3.9018, -0.4019, -0.4666], [-3.0088, 1.4995, 0.7952], [1.2061, -1.2424, -1.1367], [-2.5528, -2.4066, -0.1225]]}



{"formula": "C4H9NO2", "method": "ωB97M-V/def2-TZVPD", "total_charge": -1, "spin_multiplicity": 2, "homo_ev": [-0.02, -3.18], "lumo_ev": [4.0840, 4.0147], "symbols": ["C", "N", "C", "C", "O", "C", "O", "H", "H", "H", "H", "H", "H", "H", "H", "H"], "positions_angstrom": [[1.9956, 0.0177, -0.7098], [0.8210, -0.9529, -0.4757], [-0.3791, -0.4281, 0.0291], [-0.4060, 0.3743, 1.3528], [-1.7668, 0.6882, 1.9102], [-1.3632, 0.1985, -0.9865], [-1.7100, -0.3977, -2.0660], [2.8713, -0.5206, -0.9556], [2.1618, 0.5421, 0.2572], [1.7498, 0.6610, -1.5685], [0.6683, -1.3621, -1.3433], [-0.8036, -1.3810, 0.4069], [0.0889, -0.3417, 2.1349], [0.1785, 1.3413, 1.3266], [-2.5022, 0.2934, 1.3810], [-1.6043, 1.2675, -0.6935]]}



{"formula": "C23H28F6I2N7O4S4Sc", "method": "ωB97M-V/def2-TZVPD", "total_charge": 2, "homo_ev": -12.76, "lumo_ev": -5.8088, "symbols": ["Sc", "F", "C", "F", "F", "S", "O", "O", "N", "S", "O", "O", "C", "F", "F", "F", "C", "C", "N", "C", "C", "C", "C", "C", "C", "C", "C", "C", "N", "C", "H", "H", "H", "H", "H", "H", "H", "H", "I", "C", "I", "H", "H", "C", "C", "N", "C", "S", "N", "C", "C", "H", "H", "H", "H", "H", "H", "H", "H", "H", "H", "H", "H", "S", "C", "N", "C", "C", "N", "H", "H", "H", "H", "H", "H"], "positions_angstrom": [[-0.7073, 0.5330, -0.8440], [1.3443, -1.5832, -4.7327], [0.2443, -2.1925, -4.3183], [-0.8074, -1.5765, -4.8742], [0.2506, -3.4537, -4.6548], [0.0469, -1.8742, -2.4992], [0.0520, -0.3908, -2.5095], [-1.1976, -2.4073, -2.0516], [1.3174, -2.4466, -1.7925], [1.6610, -1.6522, -0.4806], [0.4584, -0.9065, -0.0407], [2.3652, -2.3786, 0.5037], [2.7922, -0.2847, -1.1677], [3.8941, -0.0992, -0.4928], [3.0904, -0.5764, -2.4238], [2.0825, 0.8744, -1.1858], [-2.2273, -0.9419, 3.1992], [-1.6210, -0.1448, 2.2279], [-1.9916, -0.1331, 0.9559], [-3.0257, -0.9349, 0.5888], [-3.7008, -1.7639, 1.5019], [-3.2643, -1.7618, 2.8379], [-4.8034, -2.5605, 1.0633], [-5.2054, -2.5351, -0.2243], [-4.5153, -1.7369, -1.1878], [-4.8550, -1.7515, -2.5508], [-4.1247, -0.9921, -3.4293], [-3.0905, -0.1989, -2.9375], [-2.7425, -0.1535, -1.6616], [-3.4357, -0.9298, -0.7880], [-1.8739, -0.8923, 4.2184], [-0.8146, 0.5162, 2.5156], [-3.7528, -2.4002, 3.5623], [-5.3079, -3.1782, 1.7940], [-6.0534, -3.1183, -0.5574], [-5.6758, -2.3720, -2.8864], [-4.3380, -1.0046, -4.4883], [-2.5269, 0.4263, -3.6160], [-2.8390, 3.0175, -0.2334], [-1.0678, 4.0599, 0.3485], [0.4344, 2.6250, 1.0305], [-1.3153, 4.7328, 1.1615], [-0.6869, 4.5891, -0.5173], [6.2013, 1.2511, 4.4751], [4.8647, 1.4683, 5.1796], [3.7359, 1.3948, 4.2471], [3.3336, 0.3539, 3.5271], [2.2511, 0.6022, 2.2006], [3.6953, -0.9114, 3.7294], [4.2260, -1.5557, 4.9325], [3.1898, -1.5992, 6.0512], [7.0017, 1.1703, 5.2094], [6.4305, 2.0860, 3.8145], [6.1859, 0.3390, 3.8789], [4.8360, 2.4603, 5.6252], [4.7267, 0.7460, 5.9823], [3.3940, 2.2786, 3.9087], [3.3385, -1.5434, 3.0291], [5.1295, -1.0540, 5.2716], [4.5030, -2.5666, 4.6397], [2.8657, -0.5946, 6.3258], [3.6177, -2.0765, 6.9317], [2.3152, -2.1709, 5.7418], [-0.2252, 2.5878, -2.5470], [-0.9703, 2.4795, -4.0693], [-2.2450, 2.7842, -4.3163], [-2.5594, 2.7458, -5.7472], [-1.2554, 2.1887, -6.3566], [-0.3673, 2.1228, -5.1936], [-2.8476, 3.2168, -3.6362], [-2.7956, 3.7443, -6.1149], [-3.4165, 2.0985, -5.9301], [-0.8429, 2.8439, -7.1218], [-1.3872, 1.1937, -6.7826], [0.6044, 1.8684, -5.2492]]}



{"formula": "C9H13NS", "method": "ωB97M-V/def2-TZVPD", "smiles": "C[N+](C)(C)c1ccccc1[S-]", "homo_ev": -6.78, "lumo_ev": 0.4211, "symbols": ["C", "C", "C", "C", "C", "C", "C", "C", "C", "N", "S", "H", "H", "H", "H", "H", "H", "H", "H", "H", "H", "H", "H", "H"], "positions_angstrom": [[-1.6748, 2.2288, 0.1892], [-2.8185, 1.4765, 0.0727], [-0.4681, 1.5678, 0.0738], [-2.6698, 0.1557, -0.0050], [-0.2583, 0.2083, -0.0736], [-1.4953, -0.6038, -0.0835], [2.2625, 0.4583, -0.0499], [1.1830, -1.2994, -1.2114], [1.0626, -1.3198, 1.2338], [1.1064, -0.4449, -0.0235], [-1.5615, -2.2706, -0.0996], [-1.7731, 3.3539, 0.1265], [-3.7545, 1.9133, -0.0446], [0.3502, 2.2098, -0.0241], [-3.6461, -0.5198, -0.0699], [3.0609, 0.0333, 0.6177], [2.7327, 0.7316, -0.9763], [2.0956, 1.5352, 0.3970], [2.1027, -2.0358, -1.1089], [0.2089, -2.0327, -1.3743], [1.2426, -0.8003, -2.1574], [1.8604, -1.9297, 1.5690], [0.6640, -0.7102, 2.0347], [0.1875, -1.9053, 0.9875]]}



no.,E_tot (eV)
1,-23317.9996
2,-9876.4897
3,-139465.2192
4,-21865.4762